# 1
18
Properties=species:S:1:pos:R:3:nbo_charge:R:1 method="wB97M-V/def2-TZVPD" total_charge=0 gap_ev="6.390 / 6.600" lumo_energy_ev="-2.33 / -2.42" homo_energy_ev="-8.721 / -9.022"
Cl 4.21598 -2.03327 -0.08978 0.02
O -0.86996 0.17165 0.37043 -0.49
N 4.32654 1.06336 0.01773 -0.28
N 0.25352 -1.75691 -0.06208 -0.56
N 2.38946 1.95403 0.23424 -0.28
N 3.23724 2.88373 -0.20995 -0.08
N 4.41890 2.30106 -0.26209 -0.07
N 2.37537 -0.27753 0.54391 -0.29
C 2.52695 -1.55935 0.20792 0.12
C -1.09971 1.52961 -0.04636 -0.30
C 1.45224 -2.34630 -0.11928 0.00
C 3.08077 0.80504 0.30932 0.31
C 0.16458 -0.42160 -0.14988 0.55
H -0.62776 -2.31009 -0.03675 0.43
H 1.49233 -3.45670 -0.11044 0.24
H -1.68876 1.48004 -1.02367 0.20
H -1.78279 2.01866 0.64670 0.20
H 0.02798 2.09455 -0.01656 0.27

# 2
17
Properties=species:S:1:pos:R:3:nbo_charge:R:1 method="wB97M-V/def2-TZVPD" total_charge=0 de_lowest_kj_mol=210.6 gap_ev=10.394 lumo_energy_ev=0.63 homo_energy_ev=-9.760
O -0.46609 1.21441 1.23645 -0.66
O 2.71435 2.56351 -0.05074 -0.94
N -0.91367 -0.74061 0.06560 -0.61
N -1.04440 -1.14091 -2.32320 -0.83
C -1.51338 -0.28424 -1.18677 -0.05
C -0.40471 -0.04584 1.07526 0.67
C 0.59880 -0.83778 2.03607 -0.73
H -1.38006 -0.81359 -3.24082 0.37
H -1.23038 0.76086 -1.13703 0.19
H -0.13418 -1.39675 2.87250 0.23
H -2.58512 -0.36927 -1.09892 0.19
H 1.83288 2.12520 0.06515 0.48
H -0.43628 -1.69119 -0.03349 0.40
H 1.27310 -1.59030 1.62412 0.22
H -0.05731 -0.93397 -2.37185 0.35
H 1.29750 -0.22658 2.86246 0.26
H 2.44896 3.40705 -0.39477 0.46

# 3
12
Properties=species:S:1:pos:R:3:nbo_charge:R:1 method="wB97M-V/def2-TZVPD" total_charge=0 de_lowest_kj_mol=256.8 gap_ev=9.747 lumo_energy_ev=0.40 homo_energy_ev=-9.351
O -1.95523 -1.20644 -1.26719 -0.54
O -1.38965 -1.79342 0.88261 -0.54
O -1.72063 1.98803 -0.72432 -0.44
C -0.07895 0.30444 -0.06199 -0.44
C 1.25955 -0.11996 -0.40356 -0.36
C -0.79287 1.30851 -0.49024 0.76
C -1.54228 -1.41524 -0.20115 1.02
C 0.99978 0.35195 0.98734 -0.35
H 1.33282 1.31491 1.16218 0.21
H 1.32359 -1.09977 -0.82525 0.23
H 0.75783 -0.12668 1.92922 0.24
H 1.80604 0.49367 -0.98764 0.21

Sequential E_tot output: -1057.24858, -380.25645, -418.56401 Eh